No. 1
Density functional theory data (ωB97M-V/def2-TZVPD) for a molecular structure, C12H13N6O4RhS2 in a non-equilibrium geometry.

The charge is +2. As for the spin multiplicity: 1. The calculation puts the HOMO energy (alpha / beta) at -14.2 / -14.1 eV. For the LUMO energy (alpha / beta), the calculation gives -0.32582 / -0.33113 hartree.

XYZ file:
```
38
Properties=species:S:1:pos:R:3:forces:R:3:mulliken_charge:R:1
Rh -0.286121 -0.263442 -0.007358 2.57 -1.64 1.38 1.122
O 1.734579 -1.185642 -0.172958 -2.04 1.27 -0.90 -0.540
C 2.613679 -1.232742 0.686042 0.96 0.07 1.63 0.090
C 2.471479 -1.076142 2.109142 -1.22 0.11 -0.02 0.193
C 3.582279 -1.214442 2.949342 0.35 0.09 0.71 -0.555
C 3.432479 -1.127742 4.321242 -0.40 -0.11 -0.77 -0.231
C 2.173579 -0.949142 4.912642 0.31 -0.09 -0.19 -0.363
C 1.065279 -0.810342 4.126342 -0.40 0.23 -1.01 -0.730
C 1.159379 -0.845342 2.694642 3.02 -0.29 1.19 0.915
O 0.117179 -0.693242 2.000842 -2.96 1.00 -2.85 -0.738
N 4.605179 -1.269042 5.202442 -0.72 -0.03 -0.53 1.026
O 4.374879 -1.275742 6.381542 0.19 0.02 0.68 -0.585
O 5.670979 -1.378842 4.660142 0.78 -0.05 -0.14 -0.594
H 3.643579 -1.420442 0.339942 -0.24 -0.23 -0.06 0.469
H 4.569879 -1.392342 2.540842 0.00 0.04 0.02 0.493
H 2.099379 -0.914642 5.991242 0.01 0.02 -0.03 0.514
H 0.089679 -0.637342 4.557042 -0.03 -0.06 0.01 0.454
S 0.584379 1.821558 -0.720858 -0.70 -0.60 1.48 -0.206
C 0.959879 1.526358 -2.361058 0.02 -0.08 -1.88 0.425
N 0.144079 1.871558 -3.345858 0.46 -0.14 0.83 -0.117
C 0.570179 1.609158 -4.705358 0.01 -0.21 -0.61 -0.561
C 2.077979 1.368158 -4.657558 0.29 0.12 0.12 -0.499
S 2.476379 0.926558 -2.920158 -0.61 0.14 0.14 0.025
H -0.760921 2.286258 -3.176358 -0.01 -0.01 0.31 0.282
H 0.319579 2.467158 -5.333258 0.06 -0.13 0.03 0.344
H 0.036079 0.732058 -5.088858 0.04 0.11 0.09 0.292
H 2.648379 2.269358 -4.889458 -0.04 -0.13 -0.02 0.346
H 2.394379 0.557058 -5.310358 -0.03 0.08 0.03 0.404
N -6.726121 -0.904242 -1.060758 0.03 0.09 0.02 -0.334
C -5.705521 -0.056942 -1.073358 -0.30 0.49 -0.23 0.697
N -5.920521 1.230558 -1.351858 -0.19 -0.10 0.04 -0.328
N -4.502221 -0.546542 -0.827458 0.00 -0.87 0.33 -0.432
C -3.295721 -0.275342 -0.804758 0.00 0.15 -0.26 0.399
N -2.117621 -0.206842 -0.806258 0.49 0.69 0.44 -0.563
H -7.671321 -0.594742 -1.215658 -0.03 0.02 0.00 0.205
H -6.585721 -1.881042 -0.853658 0.18 0.07 -0.02 0.246
H -6.853621 1.572958 -1.531158 0.11 0.01 0.04 0.230
H -5.189321 1.913558 -1.259058 0.06 -0.06 0.00 0.206
```
Forces are in eV/Å.

No. 2
Density functional theory data (ωB97M-V/def2-TZVPD) for C12H13NO2S2 in the gas phase in a non-equilibrium geometry.

As for the spin multiplicity: 1. The calculation puts the HOMO energy at -8.9 eV. Its structure (SMILES) is CC1(C)SSC(=O)[C@H]1NC(=O)c1ccccc1. For the LUMO energy, the calculation gives 0.00631 hartree.

XYZ file:
```
30
Properties=species:S:1:pos:R:3:forces:R:3:mulliken_charge:R:1
O 1.755906 -0.005246 1.289027 -1.68 0.80 -1.04 -0.680
O 0.906321 1.217241 -2.928106 0.42 -0.10 -0.70 -0.557
S 1.744528 -0.884378 -4.272793 -0.11 -0.36 0.74 -0.086
S 1.761490 -2.692518 -3.186326 0.11 0.26 0.50 -0.095
C 0.739705 0.481079 0.747095 2.59 -1.93 0.89 0.342
C 1.307616 0.080480 -2.855522 -1.10 1.33 0.92 0.390
C -1.801057 2.998352 3.162076 0.01 -0.80 -0.75 -0.481
C -0.909196 2.114951 3.748104 0.85 -0.57 -0.53 -0.431
C -1.919723 2.985442 1.762137 -0.20 1.23 0.15 -0.583
C -0.076031 1.301131 2.938359 -0.43 0.62 0.77 -0.425
C -1.079746 2.218485 0.959972 -0.70 0.03 0.24 -0.474
C -0.169686 1.354851 1.551950 0.04 0.03 -0.16 0.787
N 0.391715 0.120677 -0.537215 -0.02 0.61 -0.48 -0.051
C -0.775678 -2.138318 -2.200533 0.41 1.30 -0.35 -1.347
C 0.953497 -2.951746 -0.494155 -0.18 -0.14 -1.18 -1.491
C 1.242459 -0.614425 -1.488219 -0.14 -0.97 0.00 -0.469
C 0.707073 -2.064209 -1.782679 0.00 -0.55 1.45 0.735
H -2.441416 3.639080 3.756043 0.07 -0.04 -0.03 0.388
H -0.809948 2.041527 4.826334 -0.02 0.09 -0.11 0.367
H -2.638265 3.711299 1.340952 0.49 -0.65 -0.07 0.321
H 0.673450 0.667380 3.407624 -0.23 0.01 -0.22 0.415
H -1.154694 2.259698 -0.121756 -0.12 0.22 0.11 0.333
H -0.267060 0.760460 -0.963313 0.07 -0.29 -0.23 0.278
H -0.857403 -1.814644 -3.242086 -0.12 0.04 0.03 0.404
H -1.392923 -1.442748 -1.608809 0.19 -0.42 0.03 0.258
H -1.180183 -3.136807 -2.157531 0.05 -0.35 0.25 0.391
H 1.966332 -2.808892 -0.127342 0.08 -0.08 0.01 0.395
H 0.259298 -2.693444 0.315197 0.06 0.22 -0.35 0.327
H 0.782779 -4.021976 -0.731987 0.16 0.55 0.09 0.457
H 2.280842 -0.682785 -1.106501 -0.55 -0.07 0.04 0.583
```
Forces are in eV/Å.

No. 3
Density functional theory data (ωB97M-V/def2-TZVPD) for C12H13NO5 in the gas phase in a non-equilibrium geometry.

As for the spin multiplicity: 1. The calculation puts the HOMO energy at -9.1 eV. Its structure (SMILES) is CC1(C)Oc2c(OC(=O)NCO)cccc2C1=O. For the LUMO energy, the calculation gives -0.01207 hartree.

XYZ file:
```
31
Properties=species:S:1:pos:R:3:forces:R:3:mulliken_charge:R:1
O 3.384676 -1.280581 0.482807 -3.08 0.51 -0.52 -0.655
O -3.698572 1.402611 1.519215 2.01 -0.12 -0.64 -0.664
O 1.344268 -0.337656 -0.256997 1.59 -1.30 0.20 -0.165
O 3.878072 -2.932818 -2.165873 0.61 0.92 0.12 -0.537
O -1.157603 0.547781 -0.625300 3.25 -1.25 0.85 -0.418
C 2.595131 -0.874342 -0.400920 2.74 0.04 2.51 0.587
C -2.599558 1.101670 1.015453 -6.36 1.19 0.15 0.036
C -0.101612 -0.634414 3.229916 0.83 0.61 -1.11 -0.464
C 0.967639 -0.656750 2.289260 -0.49 -0.95 -2.09 -0.772
C -1.325723 -0.075470 2.960647 0.22 0.27 -1.08 -0.795
C 0.605963 -0.407732 0.931789 0.08 1.56 0.05 0.185
C -0.638325 0.193881 0.657817 -1.24 -0.12 -0.90 0.042
C -1.560948 0.420611 1.660395 2.28 -1.00 0.40 1.003
N 3.115133 -0.767229 -1.640118 -1.15 0.48 -1.17 -0.196
C 4.297023 -1.552634 -1.906315 -1.84 -1.20 -2.21 -0.385
C -2.093685 2.676133 -0.870673 0.05 1.30 2.72 -1.654
C -3.424218 0.530407 -1.391731 3.11 -2.07 0.50 -1.795
C -2.372270 1.256385 -0.511959 -0.66 -1.37 1.58 1.664
H 3.497317 -3.300962 -1.344962 0.44 0.45 -0.38 0.327
H 0.069611 -1.013859 4.192933 0.35 -0.38 1.17 0.445
H 1.992111 -1.050299 2.475408 -1.06 0.42 0.08 0.397
H -2.073080 -0.055619 3.717044 -0.54 0.21 0.37 0.505
H 2.437806 -0.647099 -2.397714 0.55 -0.05 0.27 0.253
H 4.955125 -1.519335 -1.117262 1.14 0.16 1.99 0.367
H 4.840676 -1.134605 -2.770684 -0.66 -0.59 -0.01 0.303
H -2.905257 3.415982 -0.848117 -0.10 -0.61 0.51 0.346
H -1.259058 3.011045 -0.198176 -0.80 0.02 -0.50 0.330
H -1.727427 2.731009 -1.815090 1.23 -0.06 -3.02 0.489
H -4.347689 0.898265 -1.277795 -3.40 1.94 0.49 0.512
H -3.124445 0.619533 -2.424549 0.15 0.03 -0.35 0.378
H -3.571082 -0.563908 -1.168451 0.74 0.98 0.03 0.332
```
Forces are in eV/Å.

No. 4
Density functional theory data (ωB97M-V/def2-TZVPD) for a molecular structure, C12H14AlF13NO3 in a non-equilibrium geometry.

The charge is -1. As for the spin multiplicity: 1. The calculation puts the HOMO energy at -5.1 eV. For the LUMO energy, the calculation gives 0.10148 hartree.

XYZ file:
```
44
Properties=species:S:1:pos:R:3:forces:R:3:mulliken_charge:R:1
N -5.061563 -0.047206 0.252019 0.51 -0.71 -0.28 -0.582
Al -3.372114 -0.850993 0.112193 -0.07 0.92 0.44 -0.001
C -3.464449 -2.879881 0.034709 0.05 0.86 -0.76 -0.852
C -2.580149 -3.577832 -0.990033 -0.12 -0.15 0.78 -0.456
O -2.641138 -3.036669 -2.292145 0.11 -0.34 -0.54 -0.514
O -2.274617 -0.055672 -1.099457 -0.23 0.06 0.10 -0.726
C -1.044851 -0.244970 -0.456799 0.07 -1.18 0.02 0.144
C -1.123236 0.251246 0.983296 -0.88 0.30 0.72 0.884
C -1.138725 1.781299 1.197192 0.22 -0.18 -0.37 -1.116
C -0.545435 2.673469 0.098020 -0.14 -0.22 0.34 -1.276
C 0.951955 2.943282 0.162890 -0.25 0.40 0.07 1.094
F 1.519609 2.452947 1.304224 -0.12 0.16 -0.12 -0.302
F 1.148740 4.302814 0.227284 0.07 -0.18 0.11 -0.370
C 1.817564 2.462134 -1.055784 0.45 0.30 0.05 0.551
F 2.219172 3.548588 -1.763770 -0.13 -0.21 0.04 -0.358
F 1.126988 1.674648 -1.895454 0.03 0.00 0.02 -0.264
C 3.134458 1.711139 -0.695463 0.43 0.17 -0.43 0.602
F 3.864665 2.438116 0.189648 -0.35 -0.29 -0.39 -0.301
F 3.854711 1.624051 -1.850353 -0.15 0.13 0.45 -0.324
C 2.953510 0.252498 -0.197078 0.04 -0.32 0.00 0.540
F 1.877587 0.134331 0.588333 0.03 -0.08 -0.11 -0.218
F 2.785666 -0.551425 -1.272278 -0.02 0.16 0.13 -0.336
C 4.176633 -0.277005 0.589984 0.38 0.19 0.05 0.627
F 4.198528 0.273586 1.822364 -0.07 -0.20 -0.37 -0.281
F 5.321430 0.058112 -0.059059 -0.31 -0.02 0.21 -0.305
C 4.191981 -1.823070 0.741443 0.15 -0.12 0.30 0.623
F 4.567337 -2.409174 -0.395147 -0.09 0.05 0.23 -0.243
F 5.093376 -2.128897 1.694287 -0.28 -0.05 -0.31 -0.267
F 3.000674 -2.292593 1.109515 0.30 0.07 -0.06 -0.219
O -2.359742 -0.224231 1.492210 0.14 -0.46 -0.29 -0.615
H -4.980429 0.822414 0.758158 -0.09 0.19 0.11 0.191
H -5.657625 -0.651115 0.804736 -0.30 0.08 0.03 0.171
H -4.500721 -3.155628 -0.168822 -0.22 -0.18 0.20 0.356
H -3.190622 -3.200565 1.035162 -0.06 -0.22 0.25 0.387
H -1.544142 -3.543160 -0.654217 0.25 0.05 -0.01 0.158
H -2.850693 -4.636164 -1.042020 0.03 -0.22 -0.20 0.331
H -3.291946 -2.337715 -2.309743 -0.08 0.39 0.12 0.320
H -0.879167 -1.334191 -0.334255 0.20 -0.06 -0.02 -0.260
H -0.186543 0.062618 -1.045970 -0.01 0.51 -0.10 0.360
H -0.345847 -0.188061 1.610923 0.44 -0.05 -0.22 0.215
H -0.711439 2.002332 2.169279 0.13 0.16 0.15 0.279
H -2.185959 2.043950 1.265216 -0.26 0.06 -0.06 0.358
H -0.866498 2.284032 -0.861106 0.17 -0.08 -0.24 0.557
H -1.006936 3.648611 0.195864 0.02 0.30 -0.02 0.437
```
Forces are in eV/Å.

No. 5
Density functional theory data (ωB97M-V/def2-TZVPD) for a molecular structure, C12H14BCl3MgN6O2 in a non-equilibrium geometry.

As for the spin multiplicity: 1. The calculation puts the HOMO energy at -8.8 eV. For the LUMO energy, the calculation gives -0.01100 hartree.

XYZ file:
```
39
Properties=species:S:1:pos:R:3:forces:R:3:mulliken_charge:R:1
H -0.876906 -0.603942 3.044505 0.18 -0.34 -0.19 0.404
N -0.617782 -1.631882 1.217888 -0.71 -0.54 0.72 -0.061
B -0.807420 -3.269599 -0.712194 0.27 1.27 0.58 0.084
N -0.893583 -2.927700 0.818947 0.33 0.98 0.15 0.031
C -1.267160 -3.666324 1.882712 0.17 0.71 -0.17 -0.072
Mg -0.038811 0.069744 -0.066498 -3.30 -3.50 1.17 0.720
H -1.506307 -4.719035 1.717414 0.05 0.48 0.35 0.431
C -1.260888 -2.823710 2.997997 -0.28 -0.81 -0.06 -1.134
H -1.489739 -3.127574 4.004912 -0.09 0.14 0.03 0.383
C -0.896602 -1.558963 2.522150 0.12 -0.70 -0.43 -0.128
H -1.140102 -4.383605 -0.968867 0.07 -0.11 -0.02 -0.107
C 0.990941 1.552392 -1.192859 1.53 1.36 1.62 -1.006
H 1.027539 2.606549 -0.913961 0.50 0.07 -0.49 0.429
H 0.097313 1.510152 -1.835865 -0.46 -0.96 1.22 0.272
H 1.789821 1.182878 -1.787752 0.88 0.30 -0.58 0.504
N 0.660574 -2.925306 -1.086038 0.80 1.16 0.12 0.105
N -1.656265 -2.203300 -1.468359 0.23 1.00 0.05 0.078
N 1.099103 -1.641210 -0.810788 0.94 -0.56 -0.72 -0.220
N -1.426704 -0.872535 -1.238220 -0.79 -0.05 -0.40 0.072
C 1.647245 -3.642724 -1.655634 0.25 1.27 0.41 -0.053
C -2.663383 -2.333293 -2.340261 -0.15 1.27 0.13 0.030
H 1.454713 -4.677840 -1.931492 0.27 0.39 0.04 0.447
H -2.958136 -3.325051 -2.636689 -0.22 0.07 -0.14 0.459
C 2.770806 -2.798120 -1.751282 -0.70 -0.46 0.01 -1.181
C -3.128264 -1.038063 -2.655370 0.92 -1.42 0.76 -1.376
C 2.370332 -1.560804 -1.223014 -0.63 -1.01 -0.07 -0.125
C -2.331339 -0.163110 -1.910605 -0.14 -1.27 -0.53 -0.168
H 3.716449 -3.065286 -2.152408 0.52 -0.09 -0.22 0.412
H -3.909681 -0.808566 -3.304336 -1.08 0.35 -0.84 0.480
H 2.902239 -0.612196 -1.126083 0.00 -0.57 -0.05 0.429
H -2.377268 0.913386 -1.805150 0.05 -0.19 -0.10 0.566
H 1.309918 1.118265 -0.117099 -0.52 1.24 -2.28 0.357
Cl -3.455428 4.486750 0.738542 0.41 -0.66 0.74 -0.116
C -2.781550 3.072554 1.632640 -0.04 0.21 0.64 0.458
Cl -1.498341 3.630951 2.819385 -0.71 -0.22 -0.69 -0.166
Cl -4.147272 2.348496 2.601594 1.05 0.11 -0.78 -0.144
C -2.041908 2.092885 0.613980 -0.38 0.23 -1.75 0.256
O -2.099396 2.493909 -0.568702 0.58 -0.63 1.61 -0.640
O -1.467643 1.030695 1.029761 0.07 1.50 0.16 -0.712
```
Forces are in eV/Å.

No. 6
Density functional theory data (ωB97M-V/def2-TZVPD) for a molecular structure, C12H14BCl3N6O2Pt in a non-equilibrium geometry.

The charge is +2. As for the spin multiplicity: 3. The calculation puts the HOMO energy (alpha / beta) at -15.7 / -15.7 eV. Its expectation value of S² is 2.024. For the LUMO energy (alpha / beta), the calculation gives -0.34310 / -0.39570 hartree.

XYZ file:
```
39
Properties=species:S:1:pos:R:3:forces:R:3:mulliken_charge:R:1
C 0.029626 2.379377 0.884673 -0.83 0.05 -1.56 -0.132
N -0.235458 1.324291 0.072933 -1.21 0.68 2.77 -0.324
N -1.561013 1.348734 -0.261469 -0.02 0.56 -0.41 0.266
C -2.039363 2.581321 0.059842 0.50 -0.42 0.37 -0.113
C -1.058748 3.248472 0.779582 -0.07 0.04 0.46 -1.158
B -2.342071 0.231002 -1.021057 -0.06 1.64 -0.80 -0.137
N -1.299409 -0.019828 -2.241203 0.34 -0.53 0.50 0.130
N 0.083534 0.069552 -2.143149 0.63 -1.49 -0.32 -0.194
C 0.643594 -0.066454 -3.377242 -1.16 0.22 0.88 -0.004
C -0.396884 -0.089340 -4.293964 0.19 0.04 0.06 -1.010
C -1.579595 -0.019652 -3.568584 0.78 -0.45 0.64 -0.142
Pt 1.259998 -0.007428 -0.479323 -0.02 9.36 -2.64 1.422
N -3.055189 -0.829706 0.038131 -1.68 -0.78 0.08 0.241
N -2.240633 -1.446482 0.978273 -0.16 -0.92 0.92 -0.268
C -3.001742 -2.160819 1.801542 0.58 0.25 -0.19 -0.175
C -4.371554 -2.013371 1.458277 1.06 -1.19 1.59 -0.545
C -4.355737 -1.192597 0.326114 2.40 2.53 -2.68 -0.006
H -2.556770 -2.757390 2.602045 -0.24 0.36 -0.32 0.469
H -5.202282 -0.839176 -0.242068 0.08 0.09 -0.17 0.484
H -5.214842 -2.441766 1.987534 -0.01 0.12 -0.26 0.434
H -3.297859 0.717811 -1.564895 0.13 -0.14 0.15 -0.055
H -2.592913 0.029856 -3.921626 -0.15 -0.03 0.07 0.480
H -3.027168 2.892255 -0.264905 0.20 -0.13 0.23 0.467
H -0.273379 -0.140023 -5.356123 -0.14 0.06 -0.24 0.440
H -1.079975 4.247791 1.178776 -0.24 -0.03 0.08 0.434
H 1.718988 -0.128271 -3.495712 -0.22 0.17 -0.04 0.439
H 0.960596 2.491435 1.434749 -0.14 -0.02 -0.45 0.611
H 0.289878 -1.046624 0.699621 -0.17 -0.49 0.74 -0.054
C 1.285927 -1.575401 0.572313 -1.70 -6.61 3.07 -0.475
H 0.835587 -2.592952 0.525374 0.71 0.38 0.16 0.417
H 1.782102 -1.556068 -0.434810 1.39 -2.80 -0.99 0.056
H 2.006019 -1.496397 1.386861 -0.03 0.35 0.09 0.479
Cl 5.175648 3.492880 0.653841 -0.31 -0.06 -0.32 -0.069
C 4.172701 2.947611 -0.687928 -0.50 -0.28 0.54 0.698
Cl 3.325874 4.302164 -1.462508 0.56 -0.29 -0.05 -0.086
Cl 5.154579 1.920884 -1.785447 -0.42 0.52 0.07 -0.089
C 3.069770 1.970291 -0.178282 -0.07 -0.82 -0.25 0.200
O 3.200173 1.324271 0.887920 -1.57 -0.07 -2.15 -0.572
O 2.058892 1.790049 -1.028089 1.56 0.12 0.39 -0.558
```
Forces are in eV/Å.